(i)
Below is a cluster of 2 separate species, C6H15NO2 in total, with properties calculated with the ωB97M-V functional and the def2-TZVPD basis.

Output
gap between HOMO and LUMO = 9.412 eV
highest occupied orbital energy = -8.70 eV
SMILES string = C=C(C)CO.NCCO

```
24
C6H15NO2 the ωB97M-V functional and the def2-TZVPD basis
C 0.1098 1.6879 -0.6846
H 2.6958 1.4388 1.6262
H 2.5487 2.7191 0.4164
H -1.0134 1.3101 1.7550
H -2.7399 -1.3997 0.8027
O 0.4243 0.5874 -1.5125
H 0.2581 -1.3130 0.9584
H -0.2542 -0.1839 -1.2781
H -2.5122 -2.0570 -1.2860
H -0.8734 -3.2290 -0.0436
C 2.2632 1.6934 0.6602
H 0.4679 2.5890 -1.1970
C 0.0661 1.3177 1.7680
H 2.6859 1.0505 -0.1132
H -0.0607 -2.7239 -1.5837
C -0.4106 -2.4117 -0.6027
H -0.9789 1.7705 -0.5548
C -1.7569 -1.3470 -0.9250
C 0.7694 1.5674 0.6710
H 0.5333 1.2569 2.7402
N 0.6074 -1.7991 0.1395
H 1.1519 -1.1472 -0.4275
O -2.1175 -0.8226 0.3418
H -1.8641 -0.5545 -1.6706
```

(ii)
Below is a cluster of 2 separate species, C6H15NO2 in total, with properties calculated with the ωB97M-V functional and the def2-TZVPD basis.

Output
gap between HOMO and LUMO = 8.567 eV
highest occupied orbital energy = -7.73 eV
SMILES string = C=C(C)C.CCN(O)O

```
24
C6H15NO2 the ωB97M-V functional and the def2-TZVPD basis
H -0.0992 -1.9090 -0.6728
H -0.0288 1.6860 0.7152
H -3.0227 0.0739 -1.4315
H 2.9274 0.2849 -0.3369
C 2.1046 -0.2671 0.1259
C -1.2999 -0.1671 -0.1535
H -1.6081 -1.9172 -1.4729
H 1.1897 1.6888 -2.0785
H -1.5486 0.7448 -2.0721
N 0.7570 0.5227 -0.5551
H -1.3399 -0.6414 1.9540
H 2.0347 0.7859 2.0044
H -1.9816 1.0054 1.5030
C -1.4428 0.1184 1.1950
C -1.1383 -1.6175 -0.5368
C 2.1958 -0.2235 1.6269
H 3.1950 -0.5386 1.9379
H -2.3777 1.6128 -0.7906
C -2.1224 0.6190 -1.1515
H -1.5435 -2.2687 0.2366
H 2.0799 -1.2759 -0.2752
O 0.9157 0.7671 -1.9294
H 1.4490 -0.8739 2.0780
O 0.7047 1.7903 0.0800
```

(iii)
Below is a structure of composition C6H15NO2, with properties calculated with the ωB97M-V functional and the def2-TZVPD basis.

Output
gap between HOMO and LUMO = 9.985 eV
highest occupied orbital energy = -9.49 eV

```
24
C6H15NO2 the ωB97M-V functional and the def2-TZVPD basis
H 69.0290 49.9830 77.8020
C 71.1000 49.2830 77.6980
O 69.5120 47.8340 77.0660
H 71.6430 45.3380 80.8740
H 75.4410 48.3340 79.2150
C 69.6610 48.8960 78.0120
H 69.7610 46.5260 81.1250
H 71.5870 49.9310 78.2570
H 68.4920 47.5650 77.3210
C 74.0000 46.9130 79.7190
H 69.8460 48.6120 79.0690
C 69.4730 45.1060 79.7990
O 70.9520 45.1430 81.5630
H 74.1700 47.9610 77.8980
H 69.2280 44.0420 79.9110
H 73.6840 48.9650 79.5170
H 68.2060 45.5320 79.3720
H 68.9450 45.2040 82.0010
C 69.6460 45.6010 81.2400
H 71.8420 48.4900 77.9100
H 71.3850 49.6820 76.7940
H 70.2750 45.3390 79.0290
N 73.6300 45.9790 80.2440
C 74.4520 48.2290 78.9550
```

Quick ranking, most stable first: (i), (ii), (iii).

(i)
Below is a cluster of 2 separate species, C4H10O3S in total, with properties calculated with the ωB97M-V functional and the def2-TZVPD basis.

Output
gap between HOMO and LUMO = 9.609 eV
highest occupied orbital energy = -9.12 eV
SMILES string = O=C(O)CCCS.O

```
18
C4H10O3S the ωB97M-V functional and the def2-TZVPD basis
H -3.4184 -0.8862 1.2842
H 0.3169 -0.1718 3.5392
S 0.7744 -0.6526 -3.4005
H 1.1332 1.3938 -2.1539
O 0.0474 -1.3699 1.5407
H 0.6821 -1.8868 -2.8439
H -2.1110 -0.1258 1.1919
O 0.7218 0.3419 2.8213
H 1.5849 1.1059 0.2088
H 2.0975 0.0513 -1.5362
O -3.0128 -0.1040 0.8849
H 0.0465 1.5970 0.8812
C 1.0931 0.3152 -1.9383
C 0.0752 0.1604 -0.8523
H -0.1977 -0.8816 -0.6595
H -0.8998 0.6315 -1.1212
C 0.4691 -0.2433 1.6365
C 0.5978 0.7252 0.5171
```

(ii)
Below is a cluster of 2 separate species, C4H10O3S in total, with properties calculated with the ωB97M-V functional and the def2-TZVPD basis.

Output
gap between HOMO and LUMO = 9.795 eV
highest occupied orbital energy = -9.39 eV
SMILES string = O=C(O)CCCS.O

```
18
C4H10O3S the ωB97M-V functional and the def2-TZVPD basis
H 0.8964 0.1938 -1.8111
H -0.1935 -2.1789 -1.4911
C 0.0674 -1.5069 -0.6656
H -0.9205 2.8274 1.8400
H -1.0441 -0.2134 0.4794
H 0.4277 -1.9090 0.2761
O -0.6678 2.8815 0.9016
S -2.7324 -1.7486 -0.0319
O 0.9084 0.8277 1.0779
C 1.7554 0.2554 0.2002
H -2.6725 -1.5822 1.3026
C -1.2520 -0.6579 -0.4855
C 1.2001 -0.5235 -1.0390
H -1.2572 0.0206 -1.3390
H 2.0967 -1.0570 -1.2911
H -0.8485 1.9853 0.5986
O 2.8732 0.7335 0.1572
H 1.3632 1.6522 1.3209
```

Quick ranking, most stable first: (i), (ii).

(i)
Below is a cluster of 2 separate species, CH5N2S in total, with properties calculated with the ωB97M-V functional and the def2-TZVPD basis.

Output
gap between HOMO and LUMO = 6.812 eV
highest occupied orbital energy = -2.74 eV
total charge = -1

```
9
CH5N2S the ωB97M-V functional and the def2-TZVPD basis
H 2.9994 -0.7755 0.5048
S -1.8372 0.6408 -0.7230
H -0.4730 -1.2680 0.1276
H 0.4066 0.7359 0.6093
N 2.4174 0.0407 0.5675
N 0.5429 -1.3662 0.4251
H -3.1505 0.4366 -0.5265
H 2.8307 0.9621 0.5687
C 1.0099 -0.1775 0.5560
```

(ii)
Below is a cluster of 2 separate species, CH5N2S in total, with properties calculated with the ωB97M-V functional and the def2-TZVPD basis.

Output
gap between HOMO and LUMO = 7.437 eV
highest occupied orbital energy = -2.99 eV
total charge = -1

```
9
CH5N2S the ωB97M-V functional and the def2-TZVPD basis
H -1.4443 1.4597 -0.0129
H 1.0506 0.6531 1.8410
S 2.0094 -0.3066 1.8060
H 0.7004 0.8204 -0.3999
H 0.3619 -1.4538 0.0776
N -1.3486 0.9260 -0.8824
C -0.1975 0.3444 -0.7684
H -1.0309 -1.3941 -0.9281
N -0.1011 -1.0491 -0.7329
```

Quick ranking, most stable first: (i), (ii).

(i)
Below is an isolated molecule of C5H7F, with properties calculated with the ωB97M-V functional and the def2-TZVPD basis.

Output
gap between HOMO and LUMO = 9.886 eV
highest occupied orbital energy = -9.17 eV
SMILES string = C=C/C=C\CF

```
13
C5H7F the ωB97M-V functional and the def2-TZVPD basis
H -3.4213 -1.2604 -0.1675
H -1.0189 -1.2103 0.2825
H 1.1488 -1.2033 -0.8097
C -0.6866 0.8719 0.0500
H -3.6174 0.4364 -0.0766
H 1.3186 -1.2176 0.8417
C -1.5807 -0.3509 0.0615
C -2.9034 -0.3440 -0.0605
H 1.2825 1.6578 -0.2130
F 2.7283 -0.2267 -0.0412
C 0.6472 0.8491 0.0717
H -1.3538 1.7406 -0.1123
C 1.3747 -0.5099 -0.0186
```

(ii)
Below is an isolated molecule of C5H7F, with properties calculated with the ωB97M-V functional and the def2-TZVPD basis.

Output
gap between HOMO and LUMO = 10.250 eV
highest occupied orbital energy = -9.12 eV
SMILES string = FC1=CCCC1

```
13
C5H7F the ωB97M-V functional and the def2-TZVPD basis
C 0.5475 0.9001 0.6207
H 1.4019 0.4256 1.2173
C 0.3126 -0.5606 -1.2050
C -0.6544 -1.0655 -0.1177
H 0.5246 -1.2005 -2.0224
H -0.0339 -1.8260 0.3592
H -0.9562 -0.0788 1.8637
H -1.6171 -1.5254 -0.4379
H -1.6396 0.7482 0.4212
F 1.5532 1.4597 -1.4976
C 0.7735 0.5979 -0.8336
H 0.5373 1.9595 0.8290
C -0.7493 0.1659 0.8032
```

Quick ranking, most stable first: (ii), (i).

(i)
Below is an isolated molecule of C4H13N3, with properties calculated with the ωB97M-V functional and the def2-TZVPD basis.

Output
gap between HOMO and LUMO = 9.847 eV
highest occupied orbital energy = -8.74 eV
SMILES string = NCCNCCN

```
20
C4H13N3 the ωB97M-V functional and the def2-TZVPD basis
H -0.1669 -0.6755 -1.5827
C 0.4130 -1.0566 1.1164
N 0.3558 0.0965 0.2268
N -0.5626 1.6121 -2.2907
N -1.8449 -0.7373 2.1093
H -2.1620 -1.6433 1.8206
H -2.1529 -0.0021 1.5000
H 1.5958 -0.8308 -1.2519
H 1.1097 0.6918 0.5539
H 0.0141 -1.9466 0.6087
C 0.7209 -0.1776 -1.1759
H -0.8642 2.2405 -1.5505
H -0.6382 2.0639 -3.1985
H 1.4275 -1.4134 1.3708
C -0.4115 -0.7471 2.3606
H 1.3181 0.7059 -2.8919
H 1.4550 1.8198 -1.5503
C 0.7631 1.1197 -2.0478
H -0.1382 0.2733 2.6523
H -0.2317 -1.3929 3.2208
```

(ii)
Below is an isolated molecule of C4H13N3, with properties calculated with the ωB97M-V functional and the def2-TZVPD basis.

Output
gap between HOMO and LUMO = 9.783 eV
highest occupied orbital energy = -8.83 eV
SMILES string = C[C@@H](CN)NCN

```
20
C4H13N3 the ωB97M-V functional and the def2-TZVPD basis
H 0.9181 -1.8386 -1.2389
H 0.5852 2.8477 1.4006
C 1.2508 1.4373 0.1055
C 0.0518 -0.7987 0.3828
C 0.0611 -1.1848 -1.0930
C -1.3884 -0.4113 0.8314
H -0.8494 -2.2865 -2.4439
H -2.0062 -1.7889 -1.1788
H 1.0412 1.2311 -0.9454
H -1.9659 -1.2205 1.2639
H 0.5825 0.5480 1.6868
H -1.8766 -0.0595 -0.0901
H -1.3809 0.4794 1.4577
N 0.4001 2.6211 0.4238
H -0.5606 2.3371 0.3682
H 2.2693 1.8338 0.1215
N -1.0800 -2.0210 -1.4957
N 1.0945 0.2044 0.8790
H 0.4391 -1.6101 1.0167
H 0.1715 -0.2362 -1.6374
```

(iii)
Below is an isolated molecule of C4H13N3, with properties calculated with the ωB97M-V functional and the def2-TZVPD basis.

Output
gap between HOMO and LUMO = 10.264 eV
highest occupied orbital energy = -9.20 eV
SMILES string = NCCNCCN

```
20
C4H13N3 the ωB97M-V functional and the def2-TZVPD basis
H 1.6768 -1.8887 1.8166
C 0.0315 -0.7834 2.1734
H -1.8552 -0.4782 -1.2807
C -0.8383 -0.0983 -1.2072
H -1.2324 1.7221 -2.2415
H -1.5541 0.1163 0.6112
N 0.8037 1.3085 -2.4897
N 1.2468 -1.4465 2.6035
C -0.6007 0.8360 -2.3515
H -0.8294 -1.4264 1.8859
H 1.0493 -2.0714 3.3791
C 0.3632 0.1629 0.9859
H 0.7988 2.2626 -2.8194
H -0.4126 -0.2167 2.9879
H 1.1793 1.3124 -1.5532
H 1.1367 -0.3639 0.4173
N -0.7686 0.5624 0.1365
H 0.7646 1.0524 1.4676
H -0.8563 0.3527 -3.2951
H -0.1030 -0.9147 -1.2267
```

Quick ranking, most stable first: (i), (iii), (ii).